Record 1
Formula: C4H10OS
Source: the OMol25 dataset
Level of theory: the ωB97M-V functional and the def2-TZVPD basis

Each line ends with the Mulliken charge.
Atoms and positions in Å:
C: -2.5329 -0.8216 1.0941  -0.453
C: -3.9019 -1.3331 0.6859  0.049
O: -4.8656 -1.2893 1.4022  -0.473
H: -2.2453 -1.3137 2.0145  0.272
H: -2.6557 0.2534 1.2537  0.248
H: -1.8525 -0.9605 0.2549  0.019
H: -3.9967 -1.7464 -0.3388  0.322
C: 3.0919 1.1985 -0.1790  -1.104
C: 2.4947 0.3884 -1.3284  -0.325
S: 0.7976 -0.1318 -0.9953  -0.222
H: 3.0081 0.6932 0.7880  0.320
H: 2.5652 2.1334 -0.0436  0.340
H: 4.1404 1.4167 -0.3759  0.310
H: 2.5514 1.0030 -2.2238  0.290
H: 3.0627 -0.5245 -1.4861  0.308
H: 0.3389 1.0342 -0.5224  0.098

E_HOMO (Eh): -0.3404
Strongest force on any atom (eV/Å): 1.199
ΔE to the lowest compared entry with this formula, charge and spin (kcal/mol): 13.5
LUMO (eV): 0.88
Energy (a.u.): -631.8031
Kohn-Sham gap (eV): 10.1
M (g/mol): 106.190
Net charge: 0

=====

Record 2
Formula: C4H10OS
Source: the OMol25 dataset
Level of theory: the ωB97M-V functional and the def2-TZVPD basis

Each line ends with the Mulliken charge.
Atoms and positions in Å:
C: -3.6689 -1.8928 1.5052  -0.697
C: -2.6558 -1.9304 0.5935  0.017
O: -2.5038 -1.0421 -0.5519  -0.458
H: -3.4889 -2.4961 2.3906  0.258
H: -4.1989 -1.0244 1.3593  0.288
H: -1.7923 -2.3844 0.9469  0.320
H: -3.3119 -0.5333 -0.5186  0.271
C: 3.0375 2.3133 -1.1720  -0.714
S: 3.3741 1.1016 0.1697  -0.057
C: 1.7996 0.1666 -0.1826  -0.860
H: 1.9715 2.7227 -1.2151  0.242
H: 3.3283 1.8371 -2.1570  0.243
H: 3.7900 3.2142 -1.0171  0.261
H: 1.0497 0.9048 0.1682  0.305
H: 1.6718 -0.4186 -1.1082  0.323
H: 1.5982 -0.5382 0.7892  0.255

E_HOMO (Eh): -0.3157
Strongest force on any atom (eV/Å): 4.559
ΔE to the lowest compared entry with this formula, charge and spin (kcal/mol): 63.6
LUMO (eV): 0.78
Energy (a.u.): -631.7233
Kohn-Sham gap (eV): 9.4
M (g/mol): 106.190
Net charge: 0

=====

Record 3
Formula: C4H10OS
Source: the OMol25 dataset
Level of theory: the ωB97M-V functional and the def2-TZVPD basis

Each line ends with the Mulliken charge.
Atoms and positions in Å:
C: -0.8904 -1.4747 -1.3470  -0.647
C: -1.7779 -1.7179 -0.3716  0.060
O: -3.1094 -2.1232 -0.4619  -0.476
H: 0.1754 -1.5366 -1.2048  0.239
H: -1.1759 -1.7163 -2.3660  0.253
H: -1.4636 -1.7595 0.6277  0.238
H: -3.3581 -2.3806 0.4241  0.344
C: 0.3699 1.8825 1.8122  -0.934
C: 1.5130 1.9428 0.8999  -0.376
S: 1.8491 0.5683 -0.3951  -0.285
H: 0.4755 0.8796 2.4940  0.206
H: 0.4357 2.6583 2.6174  0.322
H: -0.5252 1.6910 1.2214  0.290
H: 2.5349 2.0258 1.3694  0.304
H: 1.3306 2.9365 0.4241  0.310
H: 1.5724 1.2983 -1.5509  0.152

E_HOMO (Eh): -0.3227
Strongest force on any atom (eV/Å): 5.339
ΔE to the lowest compared entry with this formula, charge and spin (kcal/mol): 51.5
LUMO (eV): 0.79
Energy (a.u.): -631.7426
Kohn-Sham gap (eV): 9.6
M (g/mol): 106.190
Net charge: 0

=====

Record 4
Formula: C4H10OS
Source: the OMol25 dataset
Level of theory: the ωB97M-V functional and the def2-TZVPD basis

Each line ends with the Mulliken charge.
Atoms and positions in Å:
C: -2.3455 0.9455 0.6034  -0.881
C: -1.5551 -0.3312 0.7731  0.253
O: -1.7860 -1.3458 0.1797  -0.486
H: -3.3599 0.7008 0.2739  0.295
H: -1.9109 1.5585 -0.1891  0.239
H: -2.3152 1.5045 1.5322  0.312
H: -0.7130 -0.2275 1.4742  0.282
C: 1.1083 -0.0788 -1.5100  -0.947
C: 1.7733 -0.6570 -0.2931  -0.444
S: 2.0718 0.5934 1.0389  -0.265
H: 1.7465 0.6216 -2.0484  0.382
H: 0.1762 0.4245 -1.2813  0.138
H: 0.8755 -0.8892 -2.2110  0.283
H: 1.1843 -1.4258 0.1953  0.323
H: 2.7546 -1.0721 -0.5273  0.392
H: 2.2951 -0.3213 1.9894  0.124

E_HOMO (Eh): -0.3329
Strongest force on any atom (eV/Å): 1.049
ΔE to the lowest compared entry with this formula, charge and spin (kcal/mol): 11.7
LUMO (eV): 0.82
Energy (a.u.): -631.8060
Kohn-Sham gap (eV): 9.9
M (g/mol): 106.190
Net charge: 0

=====

Record 5
Formula: C4H10OS
Source: the OMol25 dataset
Level of theory: the ωB97M-V functional and the def2-TZVPD basis

Each line ends with the Mulliken spin population.
Atoms and positions in Å:
C: 1.1834 0.3621 -1.9069  0.009
C: 0.2696 -0.6773 -1.2557  -0.028
C: -1.5315 0.4607 2.2625  0.105
C: 0.1228 -0.1762 0.2643  0.338
O: -2.5515 -0.7119 0.0563  0.531
S: -1.6837 0.4380 0.4460  0.982
H: 0.7091 1.3496 -1.6466  0.010
H: 2.2832 0.3785 -1.6328  -0.014
H: 0.8588 -1.5693 -1.1621  0.011
H: -0.6843 -0.8139 -1.5830  0.018
H: 1.0672 0.2526 -2.9767  -0.007
H: -2.3953 1.0323 2.6594  0.027
H: -1.3566 -0.6461 2.4517  -0.017
H: -0.5289 0.9689 2.6899  0.010
H: 0.7341 0.7079 0.4533  0.033
H: 0.4722 -0.7871 1.1080  -0.008

E_HOMO (alpha / beta) (Eh): -0.1527 / -0.3825
Strongest force on any atom (eV/Å): 6.303
ΔE to the lowest compared entry with this formula, charge and spin (kcal/mol): 54.8
LUMO (alpha / beta) (eV): 0.92 / -2.54
Energy (a.u.): -631.5741
Kohn-Sham gap (alpha / beta) (eV): 5.1 / 7.9
M (g/mol): 106.190
Multiplicity: 3
Net charge: 0
Expectation value of S²: 2.009

=====

Record 6
Formula: C4H10OSSi
Source: the OMol25 dataset
Level of theory: the ωB97M-V functional and the def2-TZVPD basis

Each line ends with the Mulliken charge.
Atoms and positions in Å:
C: 0.7391 -1.6792 1.6527  -0.217
C: 1.4746 -0.8145 2.2091  -0.391
S: 0.9978 1.2749 1.6105  -0.309
Si: 1.0414 1.3165 -0.5812  0.357
O: 0.4844 -0.1422 -1.0349  -0.153
C: -0.6409 -0.6283 -1.7205  -0.244
C: -1.9228 -0.5179 -0.8927  -0.871
H: 0.9874 -2.7943 1.8790  0.203
H: 0.2555 -1.4793 0.7132  0.190
H: 2.2985 -0.6631 2.8701  0.380
H: 0.3235 2.5475 -0.9642  -0.137
H: 2.3748 1.4403 -1.0306  -0.180
H: -0.5166 -0.0986 -2.7323  0.311
H: -0.4823 -1.7252 -1.8275  0.208
H: -2.0280 -1.4802 -0.2730  0.269
H: -1.8623 0.2514 -0.0827  0.267
H: -2.7698 -0.5165 -1.5762  0.317

E_HOMO (Eh): -0.3231
Strongest force on any atom (eV/Å): 5.778
ΔE to the lowest compared entry with this formula, charge and spin (kcal/mol): 56.4
LUMO (eV): 0.55
Energy (a.u.): -921.2625
Kohn-Sham gap (eV): 9.3
M (g/mol): 134.276
Net charge: 0

=====

Record 7
Formula: C4H10S
Source: the OMol25 dataset
Level of theory: the ωB97M-V functional and the def2-TZVPD basis

Each line ends with the Mulliken charge.
Atoms and positions in Å:
C: -1.8480 2.0589 4.0698  -0.436
C: -1.7990 1.5369 2.8510  -0.421
H: -1.6413 1.5363 4.9923  0.218
H: -2.1245 3.1058 4.2536  0.209
H: -1.6352 0.4576 2.8288  0.181
H: -1.9740 1.9940 1.8887  0.249
C: 1.3616 -1.8652 -3.4650  -0.886
S: 1.3140 -0.1348 -3.0104  -0.055
C: 1.0887 -0.4226 -1.2107  -0.815
H: 0.7392 -2.5700 -2.8691  0.313
H: 2.2378 -2.4766 -3.1410  0.313
H: 1.1816 -1.8799 -4.5314  0.284
H: 0.0144 -0.4893 -1.0873  0.265
H: 1.6240 -1.3070 -0.8595  0.269
H: 1.4605 0.4560 -0.7096  0.313

E_HOMO (Eh): -0.3106
Strongest force on any atom (eV/Å): 2.030
ΔE to the lowest compared entry with this formula, charge and spin (kcal/mol): 39.3
LUMO (eV): 0.90
Energy (a.u.): -556.5193
Kohn-Sham gap (eV): 9.3
M (g/mol): 90.191
Net charge: 0

=====

Record 8
Formula: C4H10S
Source: the OMol25 dataset
Level of theory: the ωB97M-V functional and the def2-TZVPD basis

Each line ends with the Mulliken charge.
Atoms and positions in Å:
C: 0.6993 -1.2387 0.8437  -0.946
C: -0.2067 -0.3092 1.6769  -0.076
C: -1.1658 -1.0260 0.8145  -0.497
S: -0.1105 0.3101 -1.7035  -0.532
C: 0.1936 2.0077 -2.1663  -0.675
H: 0.4743 -1.9890 0.0068  0.435
H: 1.0190 -1.9015 1.7599  0.308
H: 1.4517 -0.6290 0.3375  0.346
H: -0.2403 -0.4585 2.7419  0.335
H: -0.0277 0.7901 1.4243  0.121
H: -1.6339 -0.6272 -0.0953  0.324
H: -1.5407 -1.9229 1.2466  0.294
H: 0.9440 1.8044 -3.0551  0.166
H: 0.7164 2.5001 -1.2209  0.132
H: -0.5725 2.6897 -2.6111  0.266

E_HOMO (Eh): -0.2311
Strongest force on any atom (eV/Å): 4.091
ΔE to the lowest compared entry with this formula, charge and spin (kcal/mol): 130.2
LUMO (eV): -0.94
Energy (a.u.): -556.3746
Kohn-Sham gap (eV): 5.4
M (g/mol): 90.191
Net charge: 0

=====

Record 9
Formula: C4H10S2
Source: the OMol25 dataset
Level of theory: the ωB97M-V functional and the def2-TZVPD basis

Each line ends with the Mulliken charge.
Atoms and positions in Å:
C: 0.3503 1.0038 -2.0812  -1.013
C: -0.0282 1.8386 -0.8293  -0.486
S: -1.4195 1.0602 0.0800  -0.114
S: -0.5984 0.6652 1.9174  -0.110
C: -0.4708 -1.1392 1.9375  -0.463
C: 0.3402 -1.7595 0.8230  -0.390
H: 0.1000 -0.0416 -1.9428  0.268
H: -0.3926 1.2426 -2.8464  0.340
H: 1.3857 1.1684 -2.3545  0.258
H: 0.8106 1.8546 -0.1429  0.318
H: -0.3498 2.8126 -1.1522  0.379
H: -1.4195 -1.6586 2.0770  0.325
H: 0.0344 -1.2781 2.8995  0.292
H: 1.4119 -1.7808 1.0355  0.253
H: 0.0108 -2.7848 0.6814  0.327
H: 0.2352 -1.2035 -0.1020  -0.186

E_HOMO (Eh): -0.3115
Strongest force on any atom (eV/Å): 1.625
ΔE to the lowest compared entry with this formula, charge and spin (kcal/mol): 9.7
LUMO (eV): 0.80
Energy (a.u.): -954.7681
Kohn-Sham gap (eV): 9.3
M (g/mol): 122.258
Net charge: 0

=====

Record 10
Formula: C4H11BN2
Source: the OMol25 dataset
Level of theory: the ωB97M-V functional and the def2-TZVPD basis

Each line ends with the Mulliken charge.
Atoms and positions in Å:
B: -0.8875 0.8193 -0.9398  -0.504
C: -2.5386 0.1236 0.5499  -0.376
C: -1.1802 -0.5568 0.8913  -0.557
C: 3.4358 0.8175 0.1074  -0.869
C: 0.7101 -1.0980 -0.8650  -0.905
N: -2.1257 1.1759 -0.3943  -0.184
N: -0.3556 -0.3052 -0.3309  0.247
H: -3.2123 -0.4416 0.0333  0.288
H: -3.0223 0.4616 1.4780  0.298
H: -0.7320 -0.0905 1.8161  0.193
H: -1.1267 -1.6133 1.0641  0.387
H: 4.2242 1.1577 -0.6923  0.246
H: 3.4338 -0.2191 0.4565  0.337
H: 3.0961 1.7418 0.6215  0.279
H: 1.4160 -1.4612 -0.1125  0.223
H: 0.3872 -1.9689 -1.3900  0.330
H: 1.2678 -0.4959 -1.5932  0.350
H: -2.7902 1.9532 -0.7002  0.215

E_HOMO (alpha / beta) (Eh): -0.3029 / -0.2666
Strongest force on any atom (eV/Å): 3.161
ΔE to the lowest compared entry with this formula, charge and spin (kcal/mol): 144.4
LUMO (alpha / beta) (eV): 0.32 / 0.17
Energy (a.u.): -293.2335
Kohn-Sham gap (alpha / beta) (eV): 8.6 / 7.4
M (g/mol): 97.958
Net charge: 0